Entry 1:
Here is C4H4O4S in the gas phase from the OMol25 dataset. Energies are from ωB97M-V/def2-TZVPD.

The geometry in XYZ format:
```
13
Properties=species:S:1:pos:R:3
H -1.612 -1.190 2.135
C -0.228 -1.706 0.602
O 2.070 -0.761 -0.374
C -0.974 -0.880 1.322
S 0.662 -0.757 -0.634
H -0.122 -2.767 0.684
H 1.226 2.729 -1.982
O 0.204 -1.068 -1.955
H -1.496 1.258 1.520
C -0.916 0.532 0.978
C -0.101 0.809 -0.038
O 0.177 1.978 -0.595
O 1.110 1.821 -1.663
```

The value obtained for the HOMO-LUMO gap is 0.3299 Eh. Its total energy is -853.78561 Eh. The lowest unoccupied orbital energy comes out at -0.04 eV. As for the relative energy (zero: lowest compared OMol25 entry of this formula, charge and spin): 68.2 kcal per mole. The SMILES is O=S1(=O)C=CC=C1OO. The calculation puts the HOMO energy at -9.01 eV.

=====

Entry 2:
Here is a molecular structure, C4H10NO3PS from the OMol25 dataset. Energies are from ωB97M-V/def2-TZVPD.

The geometry in XYZ format:
```
20
Properties=species:S:1:pos:R:3
H -2.040 -2.713 -1.017
C -1.716 -2.751 0.064
O -1.050 0.759 1.111
N 0.406 -1.437 1.855
H 0.055 3.398 2.269
O -1.860 -1.430 0.524
H 2.183 1.050 -2.655
H 0.407 3.647 0.457
O 1.149 1.243 0.790
P -0.408 -0.732 0.724
C 1.912 -0.090 -2.662
C -0.220 3.086 1.221
H 2.365 -0.533 -3.506
H -1.291 3.393 1.073
H 1.082 -0.867 2.346
S 0.153 -0.374 -2.475
H -2.628 -3.350 0.599
H 2.177 -0.752 -1.897
C 0.017 1.630 0.993
H -0.693 -3.177 0.185
```

The value obtained for the HOMO-LUMO gap (spin up / spin down) is 0.2870 / 0.2573 Eh. Its total energy is -1178.34484 Eh. The lowest unoccupied orbital energy (spin up / spin down) comes out at -1.24 / -1.52 eV. As for the relative energy (zero: lowest compared OMol25 entry of this formula, charge and spin): 75.2 kcal per mole. The calculation puts the HOMO energy (spin up / spin down) at -9.04 / -8.53 eV.

=====

Entry 3:
Here is a molecular structure, C5H8N4 from the OMol25 dataset. Energies are from ωB97M-V/def2-TZVPD.

The geometry in XYZ format:
```
17
Properties=species:S:1:pos:R:3
C -0.301 -0.787 -2.862
H 0.196 -1.832 -2.873
C -0.535 0.143 0.737
H 1.630 -0.453 2.366
N -0.224 -0.004 -3.804
N -0.916 -0.463 -1.693
H 0.008 -0.506 -4.617
H 1.641 1.277 2.354
H -1.854 1.281 1.680
H 2.644 0.417 1.284
C -0.259 0.011 -0.763
C -1.655 0.226 1.741
N 1.127 0.198 -0.495
N 0.734 0.261 0.809
H -1.394 0.152 2.816
H -2.533 -0.349 1.503
C 1.689 0.427 1.816
```

The value obtained for the HOMO-LUMO gap is 0.2892 Eh. Its total energy is -414.16876 Eh. The lowest unoccupied orbital energy comes out at 0.12 eV. As for the relative energy (zero: lowest compared OMol25 entry of this formula, charge and spin): 102.5 kcal per mole. The calculation puts the HOMO energy at -7.75 eV.

=====

> Number 2 is which compound?

C4H10NO3PS

=====

> relative energy (zero: lowest compared OMol25 entry of this formula, charge and spin) of number 1 (C4H4O4S)?

68.2 kcal per mole

=====

> Among the records above, which one has the lowest relative energy (zero: lowest compared OMol25 entry of this formula, charge and spin)?

C4H4O4S

=====

> What is the relative energy (zero: lowest compared OMol25 entry of this formula, charge and spin) in the first record?

68.2 kcal per mole